The following is a quantum chemistry calculation of one molecule with the formula C4H9N3O2, from OMol25.

XYZ file:
```
18
Properties=species:S:1:pos:R:3:mulliken_charge:R:1
C 1.7055 -1.0898 0.7391 -0.97
C -0.9272 1.8383 -1.2009 -0.68
N 0.7286 -0.8063 -0.2919 0.41
C -0.6836 -1.1174 -0.2892 0.03
C -0.7598 0.3610 0.6772 0.69
N -0.7184 0.1035 2.0241 -0.45
O 1.3259 -0.7894 -1.5614 -0.47
N -1.0783 1.4588 0.1797 -0.61
O -1.2113 -1.2950 -1.3696 -0.59
H 0.5860 -1.0786 -2.1404 0.38
H -1.0190 -0.8209 2.2908 0.25
H -1.1512 0.8279 2.5811 0.29
H 1.3238 -1.8069 1.4606 0.31
H 2.6190 -1.4897 0.3152 0.32
H 1.9387 -0.1545 1.2575 0.32
H 0.1186 2.0883 -1.4201 0.24
H -1.2582 1.0449 -1.8826 0.24
H -1.5390 2.7258 -1.3691 0.29
```

Computed properties:
HOMO-LUMO gap	8.88	eV
E_tot	-472.4176	Eh
structure (SMILES)	C/N=C(/N)C(=O)N(C)O
relative energy (zero: lowest compared OMol25 entry of this formula, charge and spin)	462.2	kJ/mol